This record from the Open Molecules 2025 dataset describes the molecule C5H8N2. The level of theory is wB97M-V/def2-TZVPD.

XYZ file:
```
15
Properties=species:S:1:pos:R:3:forces:R:3:nbo_charge:R:1
C 1.875177 0.024495 -0.185520 -0.0878 -0.5108 -0.1348 -0.24
C -1.361407 -1.458783 0.318779 0.3200 -0.9462 -0.0142 -0.35
H -1.477999 -1.469529 1.399266 -0.6514 0.4222 -0.1305 0.17
C -0.321566 0.618332 0.247915 -0.1647 -0.2440 0.2158 0.05
H 1.359229 -2.168260 -0.516412 -0.0821 0.2033 -0.1305 0.21
H 2.959538 0.002722 -0.292879 -0.3856 0.0981 -0.0904 0.23
C 1.116687 1.058285 0.256301 -0.2344 0.0946 0.1932 -0.28
H -1.014179 0.448105 1.103120 0.8667 1.1590 0.6591 0.22
H 1.446490 2.069009 0.464122 -0.0714 -0.2066 0.1088 0.22
H -1.855984 1.882675 -0.155903 0.0386 -0.1259 -0.2048 0.37
N -0.199979 -0.829470 -0.051569 -0.5614 0.5316 -0.0876 -0.30
H -1.711623 -2.317815 -0.217392 0.2862 -0.4975 -0.1769 0.18
C 1.044705 -1.139298 -0.393943 0.5901 0.0560 -0.1562 -0.03
H -0.676292 1.947431 -1.299695 0.1076 -0.1058 0.0107 0.36
N -1.182792 1.332099 -0.676185 0.0295 0.0720 -0.0615 -0.82
```
Positions in Å, forces in eV/Å.

Properties
- HOMO-LUMO gap (alpha / beta): 6.8579 / 7.7850 eV
- Net charge: 0
- ΔE to the lowest compared entry with this formula, charge and spin: 379.31 kJ/mol
- LUMO energy (alpha / beta): 0.4 / 0.3 eV

This record from the Open Molecules 2025 dataset describes a structure of composition C33H42N5O4SSiTi. The level of theory is wB97M-V/def2-TZVPD.

XYZ file:
```
87
Properties=species:S:1:pos:R:3:forces:R:3:lowdin_charge:R:1
H 3.611675 -0.987117 -0.427366 0.0263 0.0241 -0.0017 0.11
C -7.290833 -0.333590 -1.608028 -0.0587 -0.0113 -0.0856 0.00
C 2.272844 -0.896008 1.874943 -0.0502 0.1792 0.1225 -0.15
H -6.704127 0.532018 2.115392 -0.0072 -0.0098 -0.0430 0.13
C 0.124344 0.010732 2.727907 0.2030 0.2400 0.3803 -0.18
N -2.361948 0.396071 1.014727 -0.1568 0.1379 0.2533 -0.03
H -2.745027 -3.604881 3.158019 0.0516 0.0727 -0.0856 0.04
O -0.284160 1.114833 -0.618784 -0.2846 0.4329 -0.4796 -0.20
N 0.873994 1.103417 -3.295744 -0.1720 0.0749 0.0151 -0.12
H 0.034809 -4.899621 1.412441 -0.0622 -0.0159 -0.0301 0.04
H 2.226496 -2.086197 -0.487179 -0.0132 -0.0356 0.0207 0.08
H 1.839721 1.768475 1.182140 -0.0861 0.0493 0.0814 0.10
C -2.815963 1.539654 1.657173 -0.0410 -0.1327 -0.1907 -0.10
H 0.317882 -2.514950 0.013267 0.0217 0.0898 0.0341 0.00
H 1.734588 0.732464 6.204694 -0.0137 -0.0041 -0.0290 0.11
H -5.183306 -0.002602 -1.853433 -0.0734 0.0102 0.0389 0.12
C -0.671851 -2.042035 0.035148 -0.1430 0.3259 0.0858 -0.29
H 1.761203 7.810817 -5.118839 0.0256 -0.0088 0.0210 0.09
O 2.049875 0.879117 -5.483688 -0.0528 -0.0319 -0.0042 -0.27
H -7.462937 -0.575355 -2.648429 0.0128 0.0015 0.0338 0.13
C -5.824486 0.288938 0.172938 0.0316 0.0093 0.0060 -0.18
H -2.398756 1.951800 -3.006522 -0.1004 -0.0021 -0.0159 0.13
C -4.144503 1.662595 1.441568 -0.0704 -0.0127 -0.0978 0.01
H 3.348731 -0.799787 2.035553 0.0904 -0.0012 -0.0548 0.14
C -6.878896 0.303068 1.071133 0.0131 0.0425 0.1016 0.01
H -1.658070 0.354946 -2.699956 -0.0385 -0.0073 -0.0407 0.12
C -0.638492 0.489145 3.800269 0.0374 -0.0877 -0.0504 -0.11
H 2.731721 7.884729 -3.642231 -0.0072 -0.0310 -0.0386 0.08
C 1.480868 -0.262335 2.985451 0.0028 0.0258 -0.2164 -0.25
H 2.181712 3.118730 -6.421553 0.0166 0.0636 0.0472 0.12
H -0.956457 -1.901919 -1.018571 0.0177 -0.0411 0.0014 0.03
H -0.681309 -5.262531 -0.165158 -0.0081 -0.0048 0.0719 0.04
C -0.374224 1.782334 -3.664547 0.1591 -0.0883 0.0473 -0.19
C -3.429459 -3.504010 -0.062864 -0.0762 0.0341 -0.1337 -0.18
Ti -0.338203 -0.134095 0.730097 0.0276 -1.1741 -0.3198 1.10
N 1.888935 -0.284551 0.577979 0.1375 0.1880 0.1142 -0.33
C -0.072624 0.725912 5.044401 0.0542 -0.0007 0.0670 -0.07
C 2.299310 3.740657 -5.542641 -0.0167 -0.0321 0.1109 -0.04
C -6.019584 -0.020090 -1.162855 0.1414 -0.0306 -0.0830 0.01
C -1.217817 1.866161 -1.264312 0.2864 0.2387 -0.2660 -0.54
C 2.525199 -1.043121 -0.525147 -0.0342 0.0749 0.0303 -0.04
H 3.453651 1.127960 0.853306 0.0515 -0.0521 -0.0009 0.11
C 2.542208 5.907952 -4.492459 0.0005 0.0826 -0.0521 -0.26
H -3.613896 -4.561237 -0.276718 -0.0056 0.0929 0.0469 0.04
H 3.513141 7.683053 -5.214535 -0.0364 -0.0082 0.0311 0.09
H -0.692342 1.087913 5.855823 0.0407 -0.0144 -0.0161 0.11
N -4.505228 0.595491 0.637462 -0.2532 0.0746 0.1221 0.01
Si -1.805121 -3.321190 0.874127 -0.0154 0.0855 0.1926 0.44
C 2.066248 0.019561 4.207299 -0.0507 -0.0927 0.1773 -0.02
O 3.304376 0.905555 -3.319352 -0.1280 -0.0190 0.0619 -0.29
C -0.908045 -4.951533 0.859140 0.0982 -0.0988 -0.0176 -0.18
H 2.723643 5.883380 -2.353790 -0.0067 -0.0033 -0.0317 0.12
H -8.987946 0.010942 1.309237 0.0130 0.0011 -0.0124 0.13
H -1.698923 0.661426 3.686304 -0.0438 0.0161 -0.0070 0.08
C -3.412847 -0.139896 0.410148 0.1695 0.0984 0.0502 -0.10
H 3.125910 -0.158875 4.355952 -0.0502 -0.0131 0.0209 0.12
H -3.443492 -2.987703 -1.029743 0.0102 -0.0849 0.0581 0.03
C -1.498819 1.436346 -2.686548 0.2370 -0.3265 0.0492 -0.08
H 2.251886 -0.621292 -1.487924 -0.0406 0.0174 -0.0520 0.08
H 2.036263 -1.958974 1.830557 0.0278 -0.1187 -0.0877 0.13
H 1.086269 1.143553 -2.307473 -0.0730 0.0699 0.0274 0.05
H -4.844744 2.426973 1.736682 0.0198 -0.1079 -0.0462 0.14
C -9.688269 -0.637381 -1.176748 -0.0927 -0.0235 -0.0434 -0.17
C 2.517402 3.905722 -3.138845 0.0201 -0.0263 -0.0135 -0.06
S 2.247489 1.391436 -4.165196 0.0101 -0.0250 0.0219 0.63
H -2.159639 2.208074 2.182647 0.0487 -0.0135 -0.0203 0.13
H 2.585083 3.425261 -2.167275 0.0055 0.0443 -0.0762 0.11
H -3.418892 -1.057098 -0.156134 -0.0194 0.0680 0.0149 0.11
C 2.410501 1.114411 0.531931 0.0958 -0.2183 -0.0249 -0.04
N -10.748642 -0.893891 -1.539546 0.2119 0.0500 0.0668 0.18
H 2.353534 5.594848 -6.607436 -0.0033 -0.0235 0.0478 0.12
C 2.601481 5.283126 -3.247763 0.0048 0.0142 0.0416 -0.03
H -0.666087 1.448291 -4.659180 0.0435 -0.0044 -0.0200 0.13
H -2.790350 -1.906877 2.666675 0.0230 -0.0050 0.0599 0.02
H -0.252182 2.868785 -3.697493 0.0499 0.0566 0.0079 0.13
C 1.285495 0.516027 5.243493 -0.0147 0.0120 -0.0140 -0.05
H -4.271587 -3.139898 0.533800 0.0064 -0.0384 -0.0659 0.03
C -8.152476 0.005988 0.622665 -0.0680 -0.0201 -0.0075 0.00
H -1.523909 -5.730479 1.318966 0.0606 0.0429 -0.0314 0.04
H 2.367274 1.481061 -0.488996 -0.0774 0.0161 -0.0371 0.07
C -8.359776 -0.317653 -0.716826 -0.0659 -0.0087 0.0358 -0.21
O -1.739133 2.815310 -0.753801 -0.0168 0.0099 0.2354 0.13
H -1.270831 -2.629042 3.207080 -0.0466 0.0059 0.0073 0.03
C 2.393790 5.119646 -5.633194 -0.0045 0.0273 0.0081 -0.02
C 2.365012 3.143499 -4.288928 0.0382 0.0404 -0.1158 -0.30
C 2.641945 7.405794 -4.616983 0.0164 -0.0620 -0.0030 -0.04
C -2.186067 -2.817672 2.639698 0.0197 -0.0691 -0.0065 -0.18
```
Positions in Å, forces in eV/Å.

Properties
- HOMO-LUMO gap: 8.1126 eV
- Net charge: +1
- ΔE to the lowest compared entry with this formula, charge and spin: 66.13 kJ/mol
- LUMO energy: -3.4 eV

- Which value of ΔE to the lowest compared entry with this formula, charge and spin does entry 1 give?
  379.31 kJ/mol

- Look up the ΔE to the lowest compared entry with this formula, charge and spin of the second one.
  66.13 kJ/mol